No. 1
{
  "formula": "C11H44O11",
  "method": "ωB97M-V with the def2-TZVPD basis set",
  "species": ["C", "O", "H", "H", "H", "H", "C", "O", "H", "H", "H", "H", "C", "O", "H", "H", "H", "H", "C", "O", "H", "H", "H", "H", "C", "O", "H", "H", "H", "H", "C", "O", "H", "H", "H", "H", "C", "O", "H", "H", "H", "H", "C", "O", "H", "H", "H", "H", "C", "O", "H", "H", "H", "H", "C", "O", "H", "H", "H", "H", "C", "O", "H", "H", "H", "H"],
  "coordinates": [[-3.29157, 0.64029, -3.16860], [-3.42784, 0.65229, -1.76746], [-2.27373, 0.89074, -3.47431], [-3.60352, -0.31807, -3.60711], [-3.97113, 1.37248, -3.61969], [-2.55636, 0.47097, -1.38652], [0.05408, -3.82281, 0.41433], [-0.13329, -2.77972, -0.51783], [-0.80137, -3.81009, 1.08467], [0.20051, -4.80129, -0.04493], [0.91105, -3.63876, 1.07754], [0.71747, -2.55783, -0.93590], [-2.73460, -3.80365, -3.42458], [-2.24750, -4.08493, -2.12169], [-2.43031, -2.82109, -3.79119], [-2.44534, -4.58788, -4.12526], [-3.83268, -3.77840, -3.41925], [-1.71252, -3.35222, -1.79966], [3.05055, -3.26690, -1.84763], [2.44621, -2.13606, -1.23726], [2.97924, -3.19985, -2.93905], [4.11782, -3.32497, -1.61763], [2.53231, -4.15564, -1.50369], [2.81936, -1.33297, -1.61627], [0.78639, 5.15038, -0.48233], [-0.19771, 6.16404, -0.56052], [1.07878, 4.86914, 0.52673], [0.44915, 4.27298, -1.04537], [1.68971, 5.46538, -1.02228], [-0.41460, 6.45437, 0.32749], [0.02619, 0.76170, -0.25836], [-0.95732, -0.13135, -0.76188], [1.02056, 0.30851, -0.35070], [0.06131, 1.64049, -0.90245], [-0.16283, 1.04709, 0.77613], [-0.71584, -1.03702, -0.51825], [-0.31408, -0.37834, 3.49113], [0.36931, 0.57154, 4.28233], [-0.31852, -1.38189, 3.92509], [-1.37540, -0.11862, 3.34888], [0.11079, -0.41794, 2.48921], [0.20811, 0.33504, 5.19963], [2.72792, 1.68826, 1.98715], [3.19597, 2.76157, 1.18126], [3.09403, 0.71352, 1.64160], [3.02291, 1.79975, 3.03299], [1.64408, 1.67167, 1.93356], [4.15222, 2.80559, 1.26586], [3.95078, 0.83789, -1.79057], [3.10660, 0.35381, -2.83633], [3.46524, 1.63834, -1.22050], [4.14925, 0.04929, -1.06258], [4.90579, 1.20116, -2.17579], [2.85164, 1.14099, -3.32570], [-3.09800, -2.48528, 1.29440], [-4.38446, -2.03017, 1.67305], [-3.14757, -3.39569, 0.69404], [-2.54188, -1.73911, 0.71710], [-2.46563, -2.67889, 2.17053], [-4.55923, -1.17569, 1.27166], [-0.98383, 3.59828, 3.07359], [-1.19780, 3.54940, 4.47856], [0.05457, 3.82370, 2.81381], [-1.29986, 2.66641, 2.59666], [-1.61505, 4.39993, 2.69183], [-0.73857, 2.77616, 4.81829]],
  "lowdin_charge": [-0.18, -0.13, 0.08, 0.07, 0.07, 0.02, -0.12, -0.16, 0.06, 0.09, 0.09, 0.05, -0.16, -0.13, 0.07, 0.07, 0.08, 0.04, -0.11, -0.14, 0.09, 0.08, 0.08, 0.04, -0.17, -0.11, 0.06, 0.07, 0.08, 0.07, -0.11, -0.14, 0.08, 0.08, 0.05, 0.03, -0.16, -0.12, 0.08, 0.09, 0.06, 0.08, -0.16, -0.13, 0.08, 0.08, 0.05, 0.08, -0.14, -0.12, 0.07, 0.07, 0.08, 0.09, -0.17, -0.10, 0.08, 0.07, 0.07, 0.08, -0.16, -0.12, 0.07, 0.07, 0.08, 0.05],
  "e_tot_ha": -1272.9411,
  "charge": 0,
  "gap_ev": 9.83,
  "spin_multiplicity": 1,
  "relative_energy_ev": 1.9087,
  "smiles": "CO.CO.CO.CO.CO.CO.CO.CO.CO.CO.CO",
  "lumo_ev": 0.238,
  "homo_energy_ev": -9.59
}

***

No. 2
{
  "formula": "C21H24N3",
  "method": "ωB97M-V with the def2-TZVPD basis set",
  "species": ["C", "C", "C", "C", "C", "N", "C", "N", "C", "C", "N", "C", "C", "H", "H", "H", "H", "H", "H", "H", "H", "H", "H", "H", "H", "H", "C", "C", "C", "C", "C", "C", "C", "C", "C", "C", "C", "H", "H", "H", "H", "H", "H", "H", "H", "H", "H", "H"],
  "coordinates": [[-4.54899, -0.74395, -2.84295], [-4.02198, -1.98656, -2.46301], [-2.76093, -2.04845, -1.87145], [-2.00157, -0.87769, -1.72214], [-0.66268, -1.00594, -1.03934], [0.27405, 0.09136, -1.09627], [1.53049, -0.19833, -1.42171], [2.10322, -0.16029, -2.66630], [3.47074, -0.61253, -2.66040], [3.79074, -0.72816, -1.17522], [2.51496, -0.54954, -0.54597], [-2.54713, 0.37098, -2.02436], [-3.83599, 0.43236, -2.58198], [-5.54350, -0.68895, -3.29044], [-4.59360, -2.90328, -2.62090], [-2.31982, -3.00804, -1.57155], [-0.95981, -1.00269, 0.01628], [-0.21477, -1.99540, -1.24906], [1.51639, -0.02183, -3.48797], [3.56010, -1.59445, -3.12212], [4.16501, 0.07462, -3.14211], [4.19260, -1.71546, -0.94569], [4.49805, 0.04236, -0.87140], [2.33026, -0.62858, 0.45399], [-1.94619, 1.27498, -1.85117], [-4.26539, 1.41320, -2.81814], [-0.71339, -0.87982, 2.14328], [-2.27790, -0.93806, 1.93534], [-2.60153, 0.48543, 1.56018], [-1.45371, 1.24482, 1.41280], [-0.28259, 0.47242, 1.64210], [1.00740, 1.02905, 1.92754], [1.40807, 2.26152, 1.35959], [2.36875, 3.05215, 1.98375], [2.99572, 2.60132, 3.15959], [2.78478, 1.27741, 3.59546], [1.86209, 0.46460, 2.92859], [-0.52781, -0.97353, 3.22317], [-0.16501, -1.71326, 1.68741], [-2.54727, -1.62953, 1.11775], [-2.76899, -1.31184, 2.84724], [-3.62918, 0.82148, 1.42837], [-1.39584, 2.30711, 1.22273], [0.90766, 2.60703, 0.45085], [2.61164, 4.03373, 1.57395], [3.65977, 3.25335, 3.70967], [3.32713, 0.87938, 4.46011], [1.70598, -0.57449, 3.24191]],
  "lowdin_charge": [-0.09, -0.08, -0.06, -0.23, -0.22, 0.06, -0.39, 0.10, -0.14, -0.15, 0.09, -0.05, -0.08, 0.11, 0.11, 0.12, 0.04, 0.13, 0.16, 0.12, 0.12, 0.12, 0.12, 0.13, 0.11, 0.11, -0.12, -0.12, 0.07, 0.01, -0.11, -0.21, -0.01, -0.04, -0.03, -0.05, -0.01, 0.14, 0.14, 0.12, 0.13, 0.14, 0.13, 0.13, 0.12, 0.11, 0.12, 0.12],
  "e_tot_ha": -978.5708,
  "charge": 1,
  "gap_ev": 5.45,
  "spin_multiplicity": 1,
  "relative_energy_ev": 1.8875,
  "lumo_ev": -5.059,
  "homo_energy_ev": -10.51
}

***

No. 3
{
  "formula": "C20H29ClF16NO7P",
  "method": "ωB97M-V with the def2-TZVPD basis set",
  "species": ["C", "C", "C", "C", "O", "N", "C", "C", "C", "C", "O", "C", "C", "O", "O", "P", "O", "Cl", "H", "H", "H", "H", "H", "H", "H", "H", "H", "H", "H", "H", "H", "H", "H", "H", "H", "H", "H", "H", "H", "C", "C", "C", "F", "F", "F", "F", "O", "C", "C", "F", "F", "F", "F", "H", "H", "H", "H", "C", "C", "C", "F", "F", "F", "F", "O", "C", "C", "F", "F", "F", "F", "H", "H", "H", "H"],
  "coordinates": [[-4.87254, 2.34310, -2.02298], [-4.46702, 1.36303, -0.93433], [-4.99146, -0.03241, -1.18250], [-4.65484, -1.00022, -0.07851], [-5.07045, -2.33513, -0.27735], [-4.56192, -2.93464, -1.42234], [-3.12679, -2.83697, -1.64725], [-2.51793, -4.08943, -2.26586], [-1.38406, -3.80781, -3.24559], [-1.65104, -2.71288, -4.24474], [-0.98014, -1.52827, -3.78006], [-1.69946, -0.35213, -4.06203], [-5.34917, -2.98162, -2.49961], [-5.00504, -3.32389, -3.56615], [-6.65295, -2.59938, -2.24099], [-7.40991, -2.05251, -3.66415], [-7.16065, -0.43363, -3.57251], [-9.38857, -2.28874, -3.03330], [-4.98986, 1.88672, -2.99512], [-4.09104, 3.08167, -2.12438], [-5.75039, 2.90273, -1.75520], [-3.39401, 1.30716, -0.81686], [-4.89131, 1.71439, -0.00580], [-6.06955, 0.02594, -1.23580], [-4.67628, -0.41583, -2.14584], [-5.18186, -0.67017, 0.80093], [-3.60647, -0.90947, 0.18960], [-2.89630, -1.93039, -2.19621], [-2.66042, -2.72734, -0.68275], [-2.11209, -4.70189, -1.47680], [-3.27052, -4.69165, -2.74431], [-1.23944, -4.72023, -3.80932], [-0.45692, -3.65133, -2.72502], [-1.28614, -2.94598, -5.23815], [-2.70321, -2.48371, -4.34054], [-2.73955, -0.39282, -3.74179], [-1.23739, 0.45978, -3.52575], [-1.65365, -0.14889, -5.12806], [-7.60068, -0.10011, -2.77351], [3.26978, 0.08261, -1.15415], [3.07785, 0.73026, 0.22378], [3.55279, -0.09084, 1.41901], [2.87625, -1.25226, 1.52025], [3.33396, 0.61772, 2.56258], [1.78304, 1.08071, 0.38334], [3.80476, 1.88386, 0.22712], [2.13697, -0.55594, -1.69952], [1.88485, -1.85861, -1.34479], [0.54864, -1.97977, -0.61687], [0.55963, -1.24848, 0.52028], [0.32158, -3.26995, -0.26346], [2.89604, -2.37212, -0.61277], [1.81383, -2.57615, -2.48378], [3.47711, 0.90156, -1.84029], [4.15210, -0.55636, -1.18499], [4.62310, -0.30641, 1.35151], [-0.27500, -1.63814, -1.24916], [5.31182, 4.39685, 4.50184], [6.25533, 3.45687, 3.73934], [6.02277, 1.96444, 3.95269], [6.20785, 1.61664, 5.24548], [6.91234, 1.25330, 3.20968], [7.53703, 3.77761, 4.02203], [6.06949, 3.69913, 2.41061], [5.81515, 4.93675, 5.70552], [5.68751, 4.20250, 6.85835], [7.05360, 3.85251, 7.44339], [7.76158, 3.10915, 6.56828], [6.88604, 3.12447, 8.57173], [4.93577, 3.10234, 6.65895], [5.03487, 4.97688, 7.75377], [5.16840, 5.26090, 3.85600], [4.32158, 3.96146, 4.63380], [5.01734, 1.67218, 3.64405], [7.61527, 4.75928, 7.67737]],
  "lowdin_charge": [-0.09, -0.25, -0.21, -0.19, -0.04, -0.02, -0.11, -0.14, -0.15, -0.20, -0.21, -0.11, -0.65, 0.09, -0.25, 0.62, -0.33, 0.21, 0.07, 0.07, 0.07, 0.11, 0.11, 0.10, 0.10, 0.13, 0.12, 0.10, 0.12, 0.11, 0.11, 0.12, 0.09, 0.12, 0.10, 0.07, 0.09, 0.09, 0.04, -0.05, -0.44, -0.29, 0.10, 0.08, 0.13, 0.11, 0.06, -0.53, -0.28, 0.09, 0.10, 0.14, 0.15, 0.15, 0.15, 0.18, 0.16, -0.05, -0.44, -0.29, 0.09, 0.09, 0.13, 0.11, 0.05, -0.54, -0.28, 0.10, 0.10, 0.14, 0.15, 0.15, 0.15, 0.15, 0.18],
  "e_tot_ha": -3760.3248,
  "charge": 0,
  "gap_ev": 10.27,
  "spin_multiplicity": 1,
  "smiles": "CCCCON(CCCCOC)C(=O)OP(O)Cl.FC(F)C(F)(F)COC(F)(F)C(F)F.FC(F)C(F)(F)COC(F)(F)C(F)F",
  "lumo_ev": 0.465,
  "homo_energy_ev": -9.80
}